[1]
Computed, not measured: the molecule C16H16N4O4S2 in a non-equilibrium geometry, with the ωB97M-V functional and the def2-TZVPD basis.

Properties
frontier orbital gap: 8.6 eV
SMILES string: CCN(c1cccc(C)c1)S(=O)(=O)c1nnc(NC(=O)c2ccco2)s1
E_tot: -1935.63489 Ha
HOMO level: -8.84 eV
M: 392.46 g/mol

Positions of all 42 atoms, in Å:
C  -2.80786  -1.00192  4.24261
C  -2.96483  -1.09578  2.73108
N  -1.85244  -1.81807  2.14191
S  -2.14804  -2.38374  0.59577
O  -1.19091  -3.38365  0.24781
O  -3.53467  -2.69099  0.46931
C  -1.70059  -0.92519  -0.33841
N  -2.30476  0.20741  -0.23692
N  -1.63045  1.22088  -0.75971
C  -0.47831  0.85851  -1.23622
N  0.40586  1.72900  -1.79521
C  1.65532  1.31735  -2.20307
O  2.00919  0.16092  -2.10300
C  2.48168  2.38442  -2.75365
C  3.75599  2.33561  -3.26615
C  4.06786  3.65016  -3.66609
C  2.96846  4.40271  -3.37092
O  2.00702  3.65419  -2.82059
H  2.76166  5.44682  -3.50252
H  4.97949  3.99036  -4.11132
H  4.36954  1.46186  -3.33823
H  0.12793  2.69810  -1.87466
S  -0.12954  -0.84846  -1.08511
C  -0.54356  -1.28742  2.24362
C  -0.29384  0.08026  2.29411
C  1.00567  0.56674  2.27174
C  2.06219  -0.33338  2.21741
C  1.81918  -1.69514  2.19193
C  0.52326  -2.17801  2.20529
H  0.32084  -3.23429  2.15373
H  2.64550  -2.38811  2.15167
H  3.07676  0.03581  2.19032
C  1.25562  2.04509  2.29766
H  0.40965  2.58842  1.88233
H  2.15107  2.29348  1.73183
H  1.40312  2.38158  3.32427
H  -1.11362  0.78250  2.31818
H  -3.85142  -1.67626  2.47489
H  -3.07700  -0.09973  2.28347
H  -2.70748  -1.99661  4.66815
H  -1.92473  -0.42428  4.50496
H  -3.68351  -0.52085  4.66972


[2]
Computed, not measured: the molecule C16H16N4O5S2 in a non-equilibrium geometry, with the ωB97M-V functional and the def2-TZVPD basis.

Properties
frontier orbital gap: 8.5 eV
SMILES string: COc1ccc(OC)c(S(=O)(=O)Nc2ccc(O)c(Sc3ncn[nH]3)c2)c1
E_tot: -2010.87532 Ha
HOMO level: -8.07 eV
M: 408.46 g/mol

Positions of all 43 atoms, in Å:
C  2.66071  5.31192  2.36681
H  2.42084  4.83177  3.31978
H  2.85356  6.37061  2.53172
H  3.55075  4.84190  1.93821
O  1.56960  5.26106  1.47479
C  1.09883  4.04270  1.10707
C  1.62561  2.82413  1.52224
C  1.05686  1.64667  1.08072
C  -0.03418  1.62191  0.21960
C  -0.55537  2.84846  -0.19820
C  0.00292  4.03124  0.24151
H  -0.40280  4.97716  -0.08035
H  -1.39857  2.88592  -0.86837
O  -0.48386  0.40253  -0.15094
C  -1.61143  0.32739  -1.00064
H  -1.38920  0.74623  -1.98671
H  -1.84108  -0.73434  -1.09422
H  -2.47013  0.84489  -0.56445
S  1.78284  0.11134  1.65099
O  2.98415  0.45279  2.35485
O  0.82047  -0.71112  2.30993
N  2.30859  -0.65308  0.24942
C  1.54048  -1.46535  -0.57885
C  0.72326  -2.44423  -0.02648
C  -0.00059  -3.27774  -0.85689
C  0.07250  -3.18348  -2.24638
C  0.89826  -2.20072  -2.78566
C  1.61899  -1.35650  -1.96661
H  2.25943  -0.60577  -2.40679
H  0.96022  -2.12119  -3.85905
O  -0.61019  -4.00015  -3.07659
H  -1.13395  -4.62229  -2.54869
S  -1.01269  -4.56104  -0.11601
C  -2.52137  -3.70604  -0.02739
N  -2.85382  -2.60833  -0.67366
C  -4.12295  -2.38441  -0.27152
N  -4.58795  -3.27464  0.56597
N  -3.56146  -4.12414  0.72698
H  -3.62875  -4.92294  1.33658
H  -4.69683  -1.55075  -0.61790
H  0.64779  -2.53002  1.04401
H  2.99066  -0.08140  -0.22442
H  2.46984  2.73906  2.18560


[3]
Computed, not measured: a cluster of 2 separate species, C16H16N5O12 in total in a non-equilibrium geometry, with the ωB97M-V functional and the def2-TZVPD basis.

Properties
frontier orbital gap: 6.5 eV
E_tot: -1795.64866 Ha
HOMO level: -5.04 eV
net charge: -1
M: 470.33 g/mol

Positions of all 49 atoms, in Å:
C  5.05409  -0.70122  2.03344
C  4.27525  0.52460  1.65987
O  2.90692  0.08840  1.56880
C  2.11578  1.00781  0.98887
C  0.72990  0.52469  0.79326
C  -0.23050  1.55589  1.22407
O  0.09641  2.49221  1.94291
O  -1.51063  1.37948  0.80735
C  -2.39890  2.37198  1.37843
C  -3.77249  1.79642  1.56865
C  0.45650  -0.90987  0.96381
O  1.28177  -1.82255  0.89764
O  -0.85981  -1.18290  1.14365
C  -1.06821  -2.61133  1.30169
C  -2.52386  -2.79300  1.61524
O  2.53330  2.08004  0.57501
H  6.11793  -0.45971  2.03480
H  4.76769  -1.05803  3.02928
H  4.86762  -1.50424  1.30986
H  4.32968  1.30304  2.43444
H  4.60984  0.92549  0.69283
H  -1.98585  2.67670  2.34562
H  -2.40415  3.23585  0.69812
H  -4.48014  2.60842  1.75625
H  -4.10930  1.22489  0.69967
H  -3.79177  1.14923  2.45293
H  -0.79059  -3.11559  0.36333
H  -0.43421  -2.97750  2.12319
H  -2.74451  -3.85904  1.67230
H  -2.77238  -2.34222  2.58063
H  -3.14825  -2.34296  0.83840
O  -3.28308  -1.81011  -3.78992
N  -2.64504  -0.80871  -3.51822
C  -1.51710  -0.52532  -2.76681
C  -1.32707  0.86969  -2.82438
N  -2.31576  1.47475  -3.54644
O  -3.12505  0.45066  -3.94550
C  -0.11212  1.44036  -2.30311
N  0.29959  2.81875  -2.54605
O  -0.50443  3.69273  -2.91881
O  1.51042  3.06308  -2.34207
C  0.82664  0.60192  -1.66616
C  0.70101  -0.77925  -1.89929
N  1.65690  -1.79746  -1.82361
O  2.84655  -1.79364  -1.58494
O  0.97375  -2.99656  -2.06869
N  -0.36076  -2.76505  -2.37247
C  -0.49108  -1.40173  -2.31274
H  1.74949  1.00089  -1.26512


[4]
Computed, not measured: a structure of composition C16H16N7O4S2Ti, with the ωB97M-V functional and the def2-TZVPD basis.

Properties
frontier orbital gap: 6.4 eV
E_tot: -2949.43167 Ha
HOMO level: -10.83 eV
net charge: +1
M: 482.35 g/mol

Positions of all 46 atoms, in Å:
Ti  -0.88005  1.69146  0.36796
O  0.57780  -1.22779  2.71536
C  0.46714  -0.28514  1.97987
O  -0.62896  0.07039  1.32822
C  1.56914  0.71156  1.73214
C  2.88575  0.66143  2.13873
C  3.72177  1.70031  1.74241
C  3.23792  2.74647  0.95626
C  1.90542  2.72121  0.61042
N  1.11752  1.72742  1.01073
C  1.13587  3.67571  -0.27225
O  1.62844  4.58254  -0.86888
O  -0.14957  3.30603  -0.31681
H  3.23764  -0.17366  2.72695
H  4.76320  1.69026  2.03468
H  3.87027  3.55344  0.61408
N  -4.59566  2.34224  2.74322
C  -3.66952  2.12597  1.80878
S  -2.07312  2.78362  2.09287
N  -4.01359  1.48254  0.72406
N  -2.97232  1.31654  -0.12417
C  -3.21690  0.75375  -1.24983
C  -2.09268  0.53712  -2.14683
C  -2.22458  0.04029  -3.42777
C  -1.08096  -0.10828  -4.20268
C  0.14886  0.24060  -3.67515
C  0.20258  0.73249  -2.38264
N  -0.89190  0.87840  -1.63856
H  -4.37333  2.83552  3.58835
H  -5.53433  2.01263  2.59034
H  -4.21926  0.43019  -1.50665
H  -3.20248  -0.21933  -3.80802
H  -1.15396  -0.49402  -5.21044
H  1.06182  0.13119  -4.24098
H  1.14577  1.00999  -1.93056
C  0.88042  -4.98120  1.39871
N  1.12981  -3.62214  0.95954
C  1.53786  -3.28456  -0.26314
N  1.79719  -4.28071  -1.12602
S  1.72760  -1.66892  -0.74332
H  0.59055  -4.95444  2.44488
H  1.78165  -5.59321  1.32002
H  0.07373  -5.44977  0.82985
H  0.86226  -2.86208  1.56742
H  1.74334  -5.25006  -0.86685
H  2.17187  -4.03599  -2.02424


[5]
Computed, not measured: the molecule C16H16N8O7 in a non-equilibrium geometry, with the ωB97M-V functional and the def2-TZVPD basis.

Properties
frontier orbital gap: 7.7 eV
SMILES string: O=[N+]([O-])c1ccc(N/N=N/c2nc(O)c3ncn([C@@H]4O[C@H](CO)[C@@H](O)[C@H]4O)c3n2)cc1
E_tot: -1583.91295 Ha
HOMO level: -9.00 eV
M: 432.35 g/mol

Positions of all 47 atoms, in Å:
O  -2.40551  -6.86080  -2.39300
O  -1.49134  -8.32960  -1.11488
N  2.71586  4.10182  -0.06542
N  2.73674  -1.24938  0.85572
N  1.68007  -1.86372  0.50171
N  3.93954  0.72840  0.77448
N  1.63861  0.81434  0.47007
O  5.24644  2.69373  0.73032
O  -2.75874  5.93422  1.04277
O  -3.41654  1.60041  -0.85277
O  -1.12536  0.41706  -0.18410
O  -1.30034  3.94618  -0.52579
C  1.42036  4.18901  -0.40606
C  2.78079  0.13175  0.69245
C  4.03166  2.04059  0.63380
C  1.76429  2.09816  0.20756
C  1.15282  -5.52846  0.39062
C  -0.06554  -3.82911  -0.79036
C  0.29814  -6.52284  -0.08951
C  -0.83749  -4.83947  -1.39511
C  2.88510  2.78005  0.33614
C  1.01159  -4.16188  0.06568
C  -0.68971  -6.19404  -1.02044
N  1.87100  -3.20701  0.58878
N  0.79463  2.98409  -0.16914
N  -1.58473  -7.18715  -1.55146
C  -2.87571  4.53159  1.23391
C  -2.75297  2.24707  0.23479
C  -1.31381  1.75480  0.30187
C  -0.57349  2.73655  -0.60179
C  -2.62971  3.73415  -0.03311
H  5.04182  3.62561  0.54210
H  -1.90000  6.04921  0.59557
H  -2.91621  0.79693  -1.06861
H  -0.20163  0.16288  0.00622
H  0.92314  5.07306  -0.73055
H  1.94228  -5.77370  1.08670
H  -0.27003  -2.80451  -1.09019
H  0.44658  -7.55030  0.20537
H  -1.54345  -4.54731  -2.14390
H  2.71442  -3.50696  1.09805
H  -2.21876  4.15592  2.03834
H  -3.89745  4.36498  1.53902
H  -3.33048  2.03459  1.10816
H  -0.96822  1.86429  1.36514
H  -0.62061  2.36903  -1.63609
H  -3.34806  3.99579  -0.78306


[6]
Computed, not measured: the ion C16H16NO6 with charge -1 in a non-equilibrium geometry, with the ωB97M-V functional and the def2-TZVPD basis.

Properties
frontier orbital gap: 6.8 eV
SMILES string: CC1(C)OC(=O)C([C@@H](c2ccccc2)N2CCOC2=O)=C([O-])O1
E_tot: -1125.56886 Ha
HOMO level: -3.62 eV
net charge: -1
M: 318.30 g/mol

Positions of all 39 atoms, in Å:
C  -1.61524  1.20135  -1.90431
C  -1.36916  2.71504  -1.98065
O  0.06741  2.91688  -1.76069
C  0.64286  1.72536  -1.63453
O  1.82765  1.54079  -1.36132
N  -0.26449  0.68460  -1.71960
H  -2.34808  0.96894  -1.07990
H  -2.12753  0.95569  -2.87515
H  -1.58836  3.14951  -2.97621
H  -1.91126  3.27657  -1.19394
C  2.28214  -0.53068  3.16806
C  2.23390  0.75812  2.35917
C  2.81204  1.96378  3.09689
O  3.00073  0.62312  1.15055
C  2.50105  -0.25234  0.16955
O  3.29778  -0.74781  -0.56446
C  1.03612  -0.40347  0.11538
C  0.24541  -0.62369  -1.13260
C  -0.88282  -1.58249  -1.01142
C  -1.46800  -2.14602  0.15537
C  -2.77934  -2.61016  0.06538
C  -3.43984  -2.65556  -1.15896
C  -2.77007  -2.30059  -2.32417
C  -1.48626  -1.79644  -2.25166
C  0.25400  0.31050  1.10579
O  -0.96663  0.36339  1.02994
O  0.86615  1.08980  2.05211
H  1.89742  -1.37589  2.58065
H  3.32383  -0.72492  3.45141
H  1.67551  -0.40379  4.07355
H  2.76565  2.84503  2.44839
H  2.24866  2.16673  4.00787
H  3.85483  1.76704  3.34750
H  0.98078  -0.84587  -1.88487
H  -0.90926  -2.21882  1.08953
H  -3.28075  -2.90841  0.98294
H  -4.47885  -2.95666  -1.19929
H  -3.22361  -2.37530  -3.29978
H  -0.90439  -1.56333  -3.13651


[7]
Computed, not measured: a structure of composition C16H17BN4O2STa in a non-equilibrium geometry, with the ωB97M-V functional and the def2-TZVPD basis.

Properties
frontier orbital gap: 5.5 eV
E_tot: -1468.43900 Ha
HOMO level: -17.08 eV
net charge: +3
M: 521.17 g/mol

Positions of all 42 atoms, in Å:
Ta  -1.24573  0.17088  -0.12676
C  -0.13036  -4.93112  -2.61375
C  1.11854  -4.37522  -1.97287
N  1.58018  -3.09996  -2.67838
C  1.33253  -1.92932  -2.27846
S  -1.70400  -1.79662  -0.73936
N  1.19975  -0.88218  -1.76174
N  0.41612  0.21384  -1.55741
C  0.75962  1.30696  -2.18932
C  1.87706  1.43406  -3.14503
C  -0.07523  2.47738  -1.85206
C  0.12215  3.73985  -2.35591
C  -0.70897  4.77680  -1.91086
C  -1.68636  4.51325  -0.97221
C  -1.83015  3.20976  -0.50979
N  -1.04823  2.21401  -0.94454
H  -0.31858  -5.91569  -2.18506
H  -1.00277  -4.30604  -2.42788
H  -0.00513  -5.06165  -3.68836
H  1.00405  -4.10962  -0.92354
H  1.97021  -5.04610  -2.06368
H  2.09271  -3.20032  -3.55427
H  2.43466  0.51590  -3.28893
H  1.49148  1.77851  -4.10916
H  2.56679  2.20205  -2.78147
H  0.90265  3.93772  -3.07747
H  -0.57771  5.77846  -2.30060
H  -2.34016  5.29069  -0.60079
H  -2.59917  2.96836  0.21892
O  -1.26376  0.02024  2.15027
B  0.00765  -0.21575  1.60352
O  1.00759  -0.35348  2.46889
C  0.36044  -0.25508  3.72797
C  0.92447  -0.36161  4.97485
C  0.04767  -0.23373  6.04957
C  -1.31767  -0.01360  5.87331
C  -1.88627  0.09386  4.60646
C  -0.99643  -0.02851  3.57267
H  1.98181  -0.54090  5.10924
H  0.43960  -0.31242  7.05412
H  -1.95631  0.07248  6.74126
H  -2.94473  0.25386  4.45860


[8]
Computed, not measured: a structure of composition C16H17Cl2N2O in a non-equilibrium geometry, with the ωB97M-V functional and the def2-TZVPD basis.

Properties
frontier orbital gap: 8.5 eV
E_tot: -1724.38045 Ha
HOMO level: -11.79 eV
net charge: +1
M: 324.23 g/mol

Positions of all 38 atoms, in Å:
C  -1.27771  -0.74485  -3.92301
C  -1.29045  -1.35451  -2.62958
C  -0.00200  -1.37561  -1.79560
C  0.23171  -2.14129  -0.72424
C  1.47753  -1.94173  0.03275
C  2.24539  -0.94584  -0.00100
C  1.99582  0.02306  -1.00052
C  1.11828  -0.28672  -1.90707
H  1.01178  0.42311  -2.69030
H  2.84526  0.62701  -1.30223
H  3.10609  -1.13586  0.76294
H  1.57621  -2.84033  1.07466
H  -0.38722  -2.79779  -0.62033
H  -1.60297  -2.43292  -2.51585
N  -2.20259  -0.60947  -1.74093
H  -3.28571  -0.52424  -2.15813
C  -2.00940  0.88844  -1.30075
H  -2.90151  1.46837  -1.13835
H  -1.19074  1.05739  -1.90195
C  -1.55119  0.46851  0.30198
O  -1.71810  -0.57302  0.74335
N  -0.74936  1.38596  0.92413
C  0.02465  1.24313  2.01851
C  0.70772  2.46124  2.40851
C  1.82058  2.21101  3.44856
C  1.60143  1.24985  4.20039
C  0.87258  0.36629  3.82400
C  0.07935  0.03818  2.78739
H  -0.58621  -0.56901  2.59630
Cl  0.78985  -1.15480  4.88186
H  2.25124  1.17433  5.18647
Cl  2.68603  3.80041  3.83899
H  0.82646  3.27758  1.65260
H  -0.42626  2.35358  0.16385
H  -2.43152  -1.03385  -0.77104
H  -2.17329  -1.15090  -4.37807
H  -0.21615  -1.27757  -4.51115
H  -1.26558  0.37284  -3.83714